{
  "formula": "C2H2O4P",
  "method": "the ωB97M-V functional and the def2-TZVPD basis",
  "de_lowest_kcal_mol": 66.4,
  "e_homo_ha": -0.181,
  "smiles": "O=C([O-])C(=O)OP",
  "largest_force_ev_per_a": 3.8,
  "total_charge": -1,
  "orbital_gap_ev": 9.0,
  "symbols": ["O", "C", "O", "C", "O", "O", "P", "H", "H"],
  "positions_angstrom": [[0.362, 1.987, -1.566], [0.517, 1.816, -0.349], [0.782, 2.519, 0.583], [-0.250, 0.517, -0.086], [-1.351, 0.092, -0.222], [0.839, -0.670, 0.520], [0.131, -2.094, 0.800], [-1.184, -1.597, 0.834], [0.153, -2.570, -0.514]],
  "atomic_forces_ev_per_a": [[1.102, 0.265, -0.791], [-2.683, -0.225, -1.711], [1.374, 1.050, 1.839], [-0.154, -3.663, 1.146], [1.506, 1.630, -0.053], [-0.954, 1.894, -0.455], [0.839, 0.237, 0.716], [-0.432, -0.743, -0.115], [-0.599, -0.445, -0.577]]
}

=====

{
  "formula": "C2H2O5S",
  "method": "the ωB97M-V functional and the def2-TZVPD basis",
  "de_lowest_kcal_mol": 40.9,
  "e_homo_ha": -0.396,
  "largest_force_ev_per_a": 2.9,
  "total_charge": 0,
  "orbital_gap_ev": 11.1,
  "symbols": ["C", "C", "O", "O", "O", "O", "O", "S", "H", "H"],
  "positions_angstrom": [[0.232, 0.089, 0.529], [0.811, 1.410, 0.108], [3.442, -0.881, -0.647], [1.165, -0.857, 0.207], [0.347, 2.562, 0.677], [0.123, 2.286, -0.728], [2.129, 1.296, -0.245], [2.728, -0.229, 0.361], [0.366, 0.210, 1.618], [-0.676, -0.042, -0.106]],
  "atomic_forces_ev_per_a": [[0.242, 1.631, 0.386], [0.011, 1.454, -2.066], [1.389, -0.705, -1.552], [2.248, -1.361, -0.753], [0.416, 0.152, 1.392], [-0.282, -0.621, -0.841], [0.547, -1.083, 1.013], [-2.634, 1.077, 0.723], [-2.098, -0.334, 0.127], [0.162, -0.209, 1.572]]
}

=====

{
  "formula": "C2H2O6Rb",
  "method": "the ωB97M-V functional and the def2-TZVPD basis",
  "de_lowest_kcal_mol": 105.4,
  "e_homo_ha": -0.128,
  "largest_force_ev_per_a": 6.4,
  "total_charge": -1,
  "orbital_gap_ev": 3.6,
  "symbols": ["Rb", "O", "C", "O", "O", "H", "O", "C", "O", "O", "H"],
  "positions_angstrom": [[-1.141, -12.041, -26.400], [0.450, -7.159, -22.572], [0.909, -8.380, -22.344], [2.125, -8.434, -21.941], [0.319, -9.441, -22.533], [1.248, -6.725, -22.261], [2.036, -6.523, -26.743], [1.887, -7.572, -27.505], [2.873, -8.107, -28.072], [0.721, -7.921, -27.573], [1.116, -6.705, -26.538]],
  "atomic_forces_ev_per_a": [[0.442, 0.716, 0.223], [-1.459, 1.203, -0.248], [4.201, -3.692, 0.927], [-0.318, 1.523, 0.232], [-2.950, -0.297, -0.925], [0.308, 0.929, -0.070], [1.018, 2.126, 1.588], [4.632, -2.893, -3.357], [-0.209, 0.417, 0.254], [-4.236, -1.993, -0.501], [-1.429, 1.962, 1.878]]
}

=====

{
  "formula": "C2H2OP2",
  "method": "the ωB97M-V functional and the def2-TZVPD basis",
  "de_lowest_kcal_mol": 82.1,
  "e_homo_ha": [-0.327, -0.328],
  "smiles": "C#P=CP=O",
  "largest_force_ev_per_a": 3.4,
  "total_charge": 0,
  "orbital_gap_ev": [6.8, 6.4],
  "symbols": ["C", "P", "C", "P", "O", "H", "H"],
  "positions_angstrom": [[0.741, -0.146, 1.022], [0.629, 0.188, -0.538], [-1.029, -0.168, -0.901], [-2.276, -0.297, 0.270], [-1.831, -0.124, 1.660], [1.579, -0.048, 1.719], [-1.278, 0.058, -2.011]],
  "atomic_forces_ev_per_a": [[1.783, 0.653, 0.271], [-1.040, -0.806, 0.753], [-0.797, 1.214, -3.021], [-0.800, -0.119, -1.901], [1.833, -0.037, 1.293], [-1.023, -0.168, 0.583], [0.044, -0.737, 2.022]]
}

=====

{
  "formula": "C2H2OS",
  "method": "the ωB97M-V functional and the def2-TZVPD basis",
  "de_lowest_kcal_mol": 182.8,
  "e_homo_ha": [-0.337, -0.302],
  "largest_force_ev_per_a": 3.9,
  "total_charge": 0,
  "orbital_gap_ev": [6.1, 3.9],
  "symbols": ["C", "C", "O", "S", "H", "H"],
  "positions_angstrom": [[-1.573, -1.069, -0.263], [-1.200, 0.021, 0.090], [0.911, 1.251, 0.814], [2.201, 0.680, 0.430], [-2.442, -1.729, -0.249], [2.102, 0.846, -0.822]],
  "atomic_forces_ev_per_a": [[-2.434, -3.065, -0.448], [2.137, 3.208, 0.738], [-1.846, 0.839, 1.331], [0.966, -0.973, 1.756], [0.882, -0.041, -0.330], [0.294, 0.032, -3.048]]
}

=====

{
  "formula": "C2H2OS",
  "method": "the ωB97M-V functional and the def2-TZVPD basis",
  "de_lowest_kcal_mol": 35.0,
  "e_homo_ha": -0.294,
  "largest_force_ev_per_a": 3.1,
  "total_charge": 0,
  "orbital_gap_ev": 7.4,
  "symbols": ["C", "C", "O", "S", "H", "H"],
  "positions_angstrom": [[1.348, -1.035, 0.000], [0.479, 0.015, 0.025], [2.242, -1.761, 0.005], [1.611, 1.539, -0.008], [-0.128, 0.412, -0.773], [-0.312, -0.050, 0.770]],
  "atomic_forces_ev_per_a": [[2.895, -0.934, -0.785], [-1.718, 2.041, 0.558], [-2.143, 1.080, 0.128], [0.312, -0.682, 0.471], [0.194, -1.209, -1.232], [0.460, -0.296, 0.859]]
}

=====

{
  "formula": "C2H2S3",
  "method": "the ωB97M-V functional and the def2-TZVPD basis",
  "de_lowest_kcal_mol": 59.2,
  "e_homo_ha": [-0.331, -0.327],
  "largest_force_ev_per_a": 3.4,
  "total_charge": 0,
  "orbital_gap_ev": [6.7, 6.5],
  "symbols": ["C", "C", "S", "S", "S", "H", "H"],
  "positions_angstrom": [[-0.036, -0.317, 0.238], [-1.022, 0.625, -0.066], [1.619, -0.909, 0.314], [-1.530, 2.194, 0.108], [3.331, -0.142, -0.135], [-0.527, -1.410, 0.139], [-1.835, -0.041, -0.598]],
  "atomic_forces_ev_per_a": [[1.142, -3.192, -0.458], [-2.842, -0.124, -1.543], [-1.189, -0.217, 0.096], [1.248, -0.893, 0.177], [-0.809, 0.748, 0.113], [1.233, 2.299, 0.673], [1.217, 1.379, 0.941]]
}

=====

{
  "formula": "C2H2S5",
  "method": "the ωB97M-V functional and the def2-TZVPD basis",
  "de_lowest_kcal_mol": 85.3,
  "e_homo_ha": -0.294,
  "smiles": "SC#S#S#S#CS",
  "largest_force_ev_per_a": 3.8,
  "total_charge": 0,
  "orbital_gap_ev": 7.4,
  "symbols": ["S", "C", "S", "S", "S", "C", "S", "H", "H"],
  "positions_angstrom": [[1.449, 0.309, -1.968], [0.944, -1.273, -1.896], [0.957, -2.673, -2.670], [0.070, -4.131, -1.098], [-0.933, -2.724, -0.023], [0.346, -1.785, 0.374], [0.068, -0.277, 1.125], [0.589, 0.600, -1.074], [-1.113, -0.049, 0.821]],
  "atomic_forces_ev_per_a": [[0.803, -1.144, -1.963], [0.160, -1.714, -0.422], [0.244, 1.435, 0.792], [-0.557, 0.219, 0.208], [-0.445, -0.995, -0.926], [1.316, 1.012, 0.169], [3.278, -0.858, 0.788], [-1.085, 1.248, 1.988], [-3.712, 0.799, -0.634]]
}

=====

- Which formula does entry 2 have?
  C2H2O5S

=====

- Number 4 is which compound?
  C2H2OP2